C5H6O2 | the ωB97M-V functional and the def2-TZVPD basis

The orbital gap is 10.60 eV. The highest occupied orbital energy is -9.67 eV. As for the molar mass: 98.101 g mol⁻¹.

Structure (XYZ):
```
13
Properties=species:S:1:pos:R:3:forces:R:3:nbo_charge:R:1
O 1.51342 1.89565 -0.93531 0.11 -0.53 0.36 -0.50
C 1.59813 0.92759 -0.22031 -0.05 0.17 -0.28 0.42
C 0.84216 -0.37130 -0.46030 0.12 0.11 -0.15 -0.01
O 0.65361 -1.07898 0.78669 0.04 0.07 0.16 -0.51
C -0.76304 -0.99466 0.61788 -0.33 -0.19 0.07 0.09
C -1.23161 0.42277 0.52803 -0.12 0.03 0.15 -0.44
C -0.66127 -0.26070 -0.68482 -0.03 0.08 -0.27 -0.27
H 2.21375 0.91181 0.70728 -0.02 0.11 -0.21 0.12
H 1.36453 -1.00040 -1.19292 -0.03 0.12 0.11 0.21
H -1.36561 -1.83736 0.94233 0.13 0.15 -0.09 0.21
H -2.30812 0.56424 0.51940 0.13 -0.08 -0.01 0.23
H -0.67312 1.21622 1.01611 -0.06 -0.10 -0.01 0.22
H -1.18284 -0.39488 -1.62408 0.10 0.05 0.16 0.23
```
Positions in Å, forces in eV/Å.


C16H25N3O4 | the ωB97M-V functional and the def2-TZVPD basis

The orbital gap is 8.42 eV. The highest occupied orbital energy is -8.13 eV. As for the molar mass: 323.393 g mol⁻¹. The SMILES is CNC(=O)[C@@H](NC(C)=O)C(C)C.CC(=O)Nc1ccc(O)cc1.

Structure (XYZ):
```
48
Properties=species:S:1:pos:R:3:forces:R:3:nbo_charge:R:1
C -2.94603 -5.39528 -0.09837 0.04 0.43 -0.24 -0.41
N -1.88218 -4.40370 0.04771 0.30 -0.66 0.91 -0.61
C -1.76665 -3.30439 -0.70795 -0.23 0.09 -1.63 0.66
O -2.54480 -3.06734 -1.62447 0.14 0.13 0.46 -0.63
C -0.54046 -2.41708 -0.43393 0.64 0.31 -0.16 -0.13
N 0.71773 -3.19829 -0.40416 -1.56 1.13 1.01 -0.62
C 1.24966 -4.00110 -1.32874 0.91 -1.14 -1.14 0.68
C 0.61178 -4.17176 -2.69302 0.00 0.12 0.32 -0.72
O 2.28028 -4.59976 -1.06856 0.30 -0.12 0.12 -0.63
C -0.45106 -1.13871 -1.31001 -0.09 0.48 0.21 -0.22
C -1.56900 -0.14159 -0.97099 -0.25 -0.61 -0.30 -0.61
C 0.87307 -0.38617 -1.10140 -0.10 -0.70 -0.33 -0.61
H -3.89450 -4.97134 0.23669 -0.01 -0.12 -0.06 0.20
H -2.71843 -6.28428 0.49132 0.10 0.21 -0.02 0.21
H -3.04324 -5.67940 -1.14840 -0.03 0.04 0.10 0.22
H -1.16777 -4.57383 0.73777 -0.05 -0.01 -0.08 0.40
H -0.68387 -2.05759 0.58398 0.15 0.03 0.27 0.22
H 1.27306 -3.13923 0.43469 0.04 -0.03 -0.04 0.41
H 0.54879 -3.20939 -3.19365 -0.23 0.07 -0.09 0.23
H 1.23560 -4.83766 -3.28760 0.01 0.07 0.21 0.25
H -0.37856 -4.60979 -2.59656 -0.21 0.13 -0.10 0.23
H -0.53067 -1.40350 -2.36324 -0.12 -0.15 -0.04 0.22
H -2.54701 -0.58452 -1.15467 -0.05 0.05 0.08 0.23
H -1.50328 0.16153 0.07408 0.01 0.10 0.09 0.19
H -1.47938 0.74285 -1.60278 0.03 0.01 0.10 0.22
H 1.00416 -0.15259 -0.04561 0.11 0.09 0.12 0.19
H 0.86526 0.54159 -1.67597 -0.03 0.00 0.11 0.23
H 1.71048 -0.98838 -1.45342 0.17 0.07 0.16 0.21
C 3.63963 1.69672 0.01118 -0.30 -0.29 0.49 -0.71
C 2.54372 2.74728 0.05876 0.01 0.55 -0.76 0.68
O 2.41815 3.48348 -0.90632 -0.44 0.07 0.55 -0.61
N 1.76396 2.82456 1.20278 1.02 -0.75 -0.61 -0.63
C 0.76717 3.74898 1.55316 -0.59 0.65 0.21 0.20
C 0.32441 4.81541 0.74765 -0.06 0.06 0.05 -0.25
C -0.65300 5.70571 1.21001 0.45 -0.79 0.33 -0.26
C -1.20544 5.54680 2.48108 0.24 0.08 -0.60 0.28
O -2.15227 6.41405 2.94663 -0.16 0.10 0.12 -0.67
C -0.78467 4.48894 3.28241 0.20 -0.18 -0.14 -0.26
C 0.19061 3.59667 2.82192 -0.45 0.68 -0.16 -0.24
H 4.49755 2.02995 0.60014 -0.06 -0.05 0.01 0.23
H 3.27616 0.74918 0.41459 0.17 -0.04 0.08 0.21
H 3.96469 1.53417 -1.02060 -0.23 0.23 0.24 0.25
H 2.00137 2.14503 1.91574 -0.14 0.24 -0.14 0.39
H 0.72669 4.98478 -0.24446 0.10 -0.25 0.20 0.25
H -0.97200 6.52102 0.57003 0.01 -0.02 0.02 0.21
H -2.34979 7.08486 2.27465 0.15 -0.33 0.23 0.48
H -1.22144 4.36912 4.26831 0.06 -0.01 -0.10 0.23
H 0.50154 2.78399 3.46957 0.02 0.02 -0.03 0.20
```
Positions in Å, forces in eV/Å.


C24H33AsClI2LaP2 | the ωB97M-V functional and the def2-TZVPD basis

The orbital gap (spin up / spin down) is 4.03 / 4.03 eV. The highest occupied orbital energy (spin up / spin down) is -14.38 / -14.34 eV. As for the molar mass: 886.565 g mol⁻¹. The total charge is +2.

Structure (XYZ):
```
64
Properties=species:S:1:pos:R:3:forces:R:3:mulliken_charge:R:1
I 1.26248 -0.01163 2.74103 0.23 -0.04 0.26 -0.31
I -1.05519 0.66961 -2.76469 0.05 0.27 -0.06 -0.45
La -0.00046 0.01629 -0.01222 -0.78 -1.04 -0.49 1.73
P 2.42984 -1.33959 -1.00880 2.03 -1.04 -0.56 0.38
C 3.80195 -0.16076 -1.37554 -0.55 0.19 0.23 -0.82
C 3.10979 -2.56598 0.18079 -0.43 0.21 0.18 -1.06
H 3.92251 -3.18151 -0.23609 -0.32 0.31 -0.01 0.40
H 2.96959 -2.85380 -2.90997 -0.19 0.27 0.30 0.41
H 2.27216 -3.19662 0.50562 0.24 -0.04 -0.15 0.34
H 1.22046 -2.83686 -2.44460 0.28 -0.06 -0.08 0.35
H 3.96273 0.43984 -0.46916 0.26 -0.23 -0.18 0.27
H 3.44493 -2.02178 1.07241 0.09 -0.11 -0.25 0.34
C 2.12312 -2.22851 -2.58613 -0.62 0.27 0.19 -1.09
H 4.72732 -0.66912 -1.69647 -0.42 0.14 0.18 0.48
H 1.87599 -1.48187 -3.35108 0.16 -0.16 0.10 0.34
H 3.45272 0.53502 -2.14956 0.18 -0.22 0.00 0.11
P -2.65157 0.74428 1.08579 -1.96 0.50 0.87 0.34
C -2.87420 2.55153 1.40317 0.52 -0.29 -0.15 -0.79
C -4.00676 0.24938 -0.05582 0.54 -0.12 -0.27 -1.08
H -2.74818 -1.16121 2.54211 -0.24 0.17 0.06 0.34
H -4.04686 0.00752 3.01446 0.36 0.05 -0.26 0.40
H -2.30584 0.28836 3.42968 -0.26 0.00 -0.07 0.35
C -3.00352 -0.10193 2.67866 0.51 -0.11 -0.16 -1.07
H -3.82943 -0.79772 -0.33361 -0.19 0.15 0.14 0.36
H -5.01259 0.37135 0.37529 0.44 0.02 0.04 0.40
H -3.86024 2.79124 1.83603 0.42 -0.18 -0.15 0.47
H -2.72061 3.08791 0.45942 -0.24 -0.05 0.11 0.11
H -3.90151 0.83060 -0.97970 -0.14 -0.03 0.23 0.33
H -2.05299 2.86330 2.06612 -0.42 0.01 0.05 0.25
Cl -0.94422 -2.42956 0.07334 0.14 0.30 -0.01 -0.55
C 3.58666 4.57327 3.65652 0.13 -0.23 -0.01 -0.47
C 2.38182 3.85890 3.76548 0.01 0.40 -0.36 -0.86
C 1.70176 3.49567 2.60322 0.32 -0.20 0.15 -0.21
C 2.24916 3.77124 1.33883 -0.17 -0.39 -0.22 -0.04
C 3.43453 4.51695 1.22181 0.35 -0.08 0.33 -0.02
C 4.12207 4.88885 2.39851 -0.54 -0.02 -0.57 -0.83
As 1.22344 3.07205 -0.20673 1.29 3.85 -0.32 0.61
C -0.08175 4.56433 -0.31004 -0.70 -0.95 -0.47 0.96
C -1.06357 4.52375 -1.32256 -0.57 0.17 -0.25 -0.03
C -2.05517 5.51619 -1.38428 0.61 -0.41 -0.05 -0.82
C -2.10036 6.50907 -0.39214 -0.05 -0.08 -0.04 -0.46
C -1.15703 6.52097 0.64336 0.52 -0.36 -0.30 -0.77
C -0.13094 5.56432 0.66715 -0.27 0.33 0.57 -0.16
C 2.28391 3.37428 -1.86546 0.15 -0.79 0.35 1.07
C 1.58674 3.31443 -3.07952 -0.24 -0.25 -0.55 -0.40
C 2.27283 3.24427 -4.29722 -0.04 0.40 0.54 -0.99
C 3.67404 3.34129 -4.30231 -0.09 -0.13 0.10 -0.45
C 4.38496 3.41390 -3.09619 -0.35 0.19 0.54 -0.85
C 3.69491 3.38259 -1.87007 0.30 -0.15 -0.05 -0.39
H 4.12380 4.87500 4.56413 -0.23 -0.18 -0.43 0.41
H 1.96676 3.59303 4.74197 0.18 0.21 -0.36 0.45
H 0.75661 2.95847 2.68857 0.27 0.10 -0.03 0.46
H 3.80586 4.82950 0.23353 -0.15 -0.17 0.79 0.65
H 5.06963 5.43165 2.30108 -0.50 -0.15 0.16 0.43
H -1.05928 3.72219 -2.07950 -0.18 0.45 0.59 -0.07
H -2.78197 5.49656 -2.20578 0.32 0.07 0.44 0.42
H -2.87852 7.27709 -0.43474 0.27 -0.32 0.09 0.42
H -1.19297 7.27857 1.42604 0.03 -0.13 -0.30 0.46
H 0.64547 5.60916 1.43282 -0.41 0.04 -0.16 0.37
H 0.49148 3.29705 -3.08799 0.67 -0.14 -0.10 0.07
H 1.70516 3.14250 -5.22678 0.28 0.15 0.34 0.47
H 4.21249 3.34790 -5.25295 -0.16 -0.07 0.33 0.42
H 5.47722 3.49585 -3.08836 -0.48 -0.06 -0.07 0.42
H 4.25825 3.39233 -0.92148 -0.31 -0.21 -0.79 0.45
```
Positions in Å, forces in eV/Å.


CHF2NO | the ωB97M-V functional and the def2-TZVPD basis

The orbital gap is 9.52 eV. The highest occupied orbital energy is -9.59 eV. As for the molar mass: 81.021 g mol⁻¹.

Structure (XYZ):
```
6
Properties=species:S:1:pos:R:3:forces:R:3:nbo_charge:R:1
C -0.38887 0.91723 -0.45711 -1.36 1.84 2.48 0.55
N -1.46412 1.15276 1.24861 1.55 -2.75 -2.36 0.21
O -0.76972 0.42702 -1.42977 0.68 0.11 0.65 -0.41
F -1.31795 2.46386 1.33818 0.12 2.27 0.03 -0.23
F -0.33261 0.72176 2.00260 -0.18 -0.12 0.26 -0.30
H 0.43878 1.61819 -0.00792 -0.81 -1.35 -1.07 0.19
```
Positions in Å, forces in eV/Å.


C26H37Cl3N4O5S5Ti | the ωB97M-V functional and the def2-TZVPD basis

The orbital gap (spin up / spin down) is 8.32 / 8.63 eV. As for the multiplicity: 2. The highest occupied orbital energy (spin up / spin down) is -10.89 / -10.89 eV. As for the molar mass: 800.166 g mol⁻¹. The total charge is +1.

Structure (XYZ):
```
81
Properties=species:S:1:pos:R:3:forces:R:3:mulliken_charge:R:1
Ti 1.35976 -2.03820 -0.39999 -0.57 -1.39 -0.28 0.80
C 0.57964 -4.84601 1.63931 0.15 0.03 0.03 -0.76
C -0.75436 -4.96114 0.92143 -0.05 0.03 -0.10 -0.99
S -1.20199 -3.51605 -0.09563 -0.03 0.04 0.04 0.15
C -1.70577 -4.32994 -1.63493 0.00 0.12 0.06 -0.73
C -0.59897 -5.10246 -2.33466 0.19 0.10 -0.03 -0.94
S 0.86108 -4.03708 -2.58036 -0.20 -0.12 0.13 0.14
C 2.23980 -5.07970 -2.03844 0.06 -0.02 -0.17 -0.76
C 2.15920 -5.61904 -0.62163 -0.02 0.03 0.10 -0.76
S 2.01809 -4.32089 0.65299 -0.11 -0.13 0.16 -0.03
H 0.81854 -5.80387 2.10623 0.04 0.05 -0.02 0.60
H 0.52465 -4.10614 2.43950 0.04 0.00 -0.06 0.36
H -1.53360 -5.11059 1.66967 0.00 0.02 -0.02 0.59
H -0.76992 -5.83769 0.27649 0.01 0.01 -0.04 0.45
H -2.06271 -3.51344 -2.26529 0.01 0.04 0.03 0.30
H -2.56064 -4.97755 -1.43492 0.02 0.02 0.03 0.55
H -0.96615 -5.44188 -3.30267 0.06 0.02 -0.05 0.55
H -0.32461 -5.99329 -1.77391 0.07 0.00 0.02 0.40
H 3.11335 -4.43443 -2.16666 -0.09 -0.04 0.01 0.39
H 2.34690 -5.92107 -2.72781 -0.02 0.09 0.02 0.53
H 3.07010 -6.18005 -0.40803 -0.03 0.04 0.02 0.55
H 1.32258 -6.30472 -0.49404 -0.01 0.02 0.01 0.37
O 4.90977 -1.70858 -1.48873 0.00 -0.02 0.00 -0.61
S 3.61713 -1.13014 -1.37929 -0.11 0.20 -0.01 1.05
O 3.41814 0.25155 -1.72286 0.19 0.18 -0.12 -0.65
O 2.52743 -1.96674 -2.06336 0.24 0.11 -0.11 -0.71
O 3.04026 -1.32786 0.07833 0.01 0.19 0.19 -0.44
C 0.35323 0.34246 -4.19678 -0.05 0.00 0.06 -1.62
C -0.87928 0.11788 -3.31998 -0.13 0.16 0.02 1.69
C -1.41438 1.43920 -2.77014 0.07 -0.09 -0.13 -1.77
C -1.96414 -0.60606 -4.11008 0.06 0.05 0.04 -1.80
N -0.57659 -0.78866 -2.17954 0.07 -0.17 -0.12 0.04
N 0.42537 -0.28787 -1.27544 -0.02 0.29 -0.32 0.74
H 0.09676 0.96150 -5.05494 -0.01 0.04 -0.03 0.48
H 0.74361 -0.60705 -4.56774 0.01 -0.02 -0.01 0.34
H 1.15692 0.85218 -3.66353 0.06 0.03 0.00 0.37
H -1.82517 2.03549 -3.58370 -0.02 0.01 -0.03 0.55
H -0.62829 2.03795 -2.31187 0.06 0.03 0.10 0.17
H -2.20444 1.27250 -2.03797 -0.04 -0.04 0.02 0.32
H -2.26711 -0.01129 -4.96989 -0.01 0.02 -0.03 0.46
H -2.83654 -0.78682 -3.48399 -0.06 0.00 0.02 0.38
H -1.59617 -1.56179 -4.48681 0.03 -0.09 -0.02 0.38
H -0.15266 -1.62134 -2.59417 -0.08 0.12 0.02 -0.16
H -0.01449 0.42308 -0.69139 0.09 -0.08 0.04 -0.37
H 1.20033 0.16718 -1.78118 -0.04 -0.03 0.13 0.29
Cl -3.93257 7.42579 2.91653 -0.01 0.03 0.01 -0.20
C -2.99491 5.98072 2.80414 0.08 -0.07 0.03 0.34
C -1.91110 5.79108 3.64891 -0.10 0.02 -0.09 -1.02
C -1.16040 4.63686 3.52519 0.01 -0.06 -0.11 -0.27
C -1.46152 3.65806 2.58215 0.01 -0.07 -0.06 -0.25
C -0.58540 2.42397 2.47239 0.04 0.06 0.04 -0.75
C -1.32861 1.17466 2.98589 -0.11 0.34 -0.04 -1.37
N -0.51986 0.00409 2.75114 -0.02 -0.53 -0.44 0.18
C 0.61873 -0.38046 3.41054 0.32 -0.12 0.07 -0.83
C 1.22294 -1.31858 2.63059 -0.03 0.24 0.11 -0.80
N 0.46803 -1.50267 1.48728 0.06 0.24 0.46 0.67
C -0.57124 -0.69302 1.60851 0.04 0.08 0.04 -0.56
O -0.13692 2.17227 1.14880 -0.07 -0.07 0.11 0.56
C 1.15958 2.70809 0.84167 0.06 -0.02 -0.08 -0.93
C 1.28503 4.18597 1.04189 -0.20 0.02 -0.18 -0.17
C 0.64973 5.12662 0.27862 0.07 -0.03 0.19 0.99
Cl -0.36435 4.81615 -1.06403 -0.08 -0.01 -0.01 -0.18
S 0.95926 6.72967 0.80028 0.09 -0.21 0.01 -0.18
C 1.99455 6.15552 2.03967 -0.10 0.06 -0.03 -0.38
C 2.06926 4.79922 2.05410 0.01 0.10 0.04 -1.15
C -2.57559 3.87087 1.77092 0.09 0.11 0.09 1.30
Cl -3.07212 2.70182 0.58913 -0.09 -0.11 -0.17 -0.20
C -3.33821 5.02360 1.86408 0.07 0.00 0.06 -0.88
H -1.65577 6.54366 4.37825 0.01 0.05 0.05 0.45
H -0.29840 4.50036 4.16301 0.08 -0.01 0.05 0.41
H 0.29495 2.56500 3.11618 -0.09 0.06 0.00 0.70
H -2.26369 1.03530 2.44699 0.00 0.07 0.06 0.51
H -1.54758 1.27870 4.04849 0.03 0.01 -0.03 0.25
H 0.89763 0.04892 4.35507 0.03 -0.01 0.08 0.50
H 2.15815 -1.83245 2.78247 -0.03 0.01 0.01 0.59
H -1.35597 -0.56933 0.87911 -0.04 0.01 0.02 0.49
H 1.31601 2.46225 -0.20991 0.04 -0.05 0.02 0.42
H 1.92394 2.18900 1.43391 -0.07 0.01 -0.03 0.45
H 2.50007 6.85301 2.68329 0.03 0.07 0.06 0.48
H 2.67879 4.24363 2.74973 0.06 -0.04 0.07 0.46
H -4.18709 5.17013 1.21343 -0.02 0.00 -0.02 0.47
```
Positions in Å, forces in eV/Å.